1.
{
  "formula": "C5H24N3O5",
  "method": "ωB97M-V with the def2-TZVPD basis set",
  "de_lowest_ev": 3.4260,
  "e_tot_ev": -20275.543,
  "e_lumo_ha": -0.0980,
  "charge": 1,
  "symbols": ["C", "C", "C", "C", "C", "N", "N", "N", "H", "H", "H", "H", "H", "H", "H", "H", "H", "H", "H", "H", "H", "H", "H", "H", "O", "H", "H", "O", "H", "H", "O", "H", "H", "O", "H", "H", "O"],
  "positions_angstrom": [[-3.678, -2.288, 1.269], [-2.426, -1.799, 0.511], [-2.587, -0.380, -0.067], [-1.359, 0.036, -0.857], [-1.310, 0.114, -2.200], [-0.132, 0.337, -2.896], [-0.140, 0.395, -0.105], [-1.229, -1.765, 1.377], [-4.444, -2.792, 0.641], [-3.328, -2.920, 2.094], [-4.137, -1.471, 1.843], [-2.164, -2.444, -0.316], [-3.379, -0.359, -0.863], [-3.087, 0.300, 0.635], [-2.181, -0.049, -2.842], [-0.310, 0.369, -3.886], [0.544, 1.017, -2.586], [-0.334, 0.544, 0.896], [0.260, 1.329, -0.342], [0.515, -0.363, -0.343], [-1.353, -1.455, 2.327], [-0.564, -2.522, 1.320], [2.716, -0.526, -2.297], [1.718, -1.458, -2.664], [2.015, -1.023, -1.850], [1.010, -0.653, 3.903], [0.554, 0.920, 3.711], [1.054, 0.167, 3.392], [1.847, 3.105, 1.584], [1.847, 2.972, -0.066], [1.372, 3.088, 0.760], [3.490, 3.080, -1.093], [3.325, 2.033, -2.128], [2.898, 2.849, -1.819], [4.550, 1.180, 1.330], [4.139, -0.200, 1.053], [4.285, 0.630, 0.575]],
  "nbo_charge": [-0.64, -0.04, -0.45, 0.03, 0.03, -0.82, -0.71, -0.91, 0.23, 0.23, 0.21, 0.20, 0.24, 0.23, 0.23, 0.40, 0.39, 0.47, 0.44, 0.48, 0.37, 0.39, 0.47, 0.48, -0.95, 0.50, 0.49, -0.98, 0.49, 0.50, -1.00, 0.48, 0.48, -0.94, 0.47, 0.48, -0.95]
}

2.
{
  "formula": "C5H24NO7",
  "method": "ωB97M-V with the def2-TZVPD basis set",
  "de_lowest_ev": 1.5409,
  "e_tot_ev": -21398.511,
  "e_lumo_ha": 0.1224,
  "charge": -1,
  "symbols": ["C", "N", "C", "C", "C", "O", "C", "H", "H", "H", "H", "H", "H", "H", "H", "H", "H", "H", "H", "H", "H", "O", "H", "H", "O", "H", "H", "O", "H", "H", "O", "H", "H", "O", "H", "H", "O"],
  "positions_angstrom": [[-2.564, -0.550, -0.707], [-1.144, -0.646, -1.023], [-0.770, -0.095, -2.324], [0.749, -0.217, -2.497], [1.742, 0.476, -1.542], [1.620, 0.082, -0.204], [-2.819, -0.675, 0.752], [-3.000, 0.343, -1.181], [-3.107, -1.360, -1.229], [-0.616, -0.299, -0.241], [-1.272, -0.755, -3.036], [-1.146, 0.931, -2.442], [0.884, -1.288, -2.630], [0.975, 0.281, -3.457], [2.699, 0.085, -1.926], [1.621, 1.565, -1.648], [-3.788, -1.080, 1.077], [-2.196, -1.345, 1.348], [-2.800, 0.242, 1.351], [-0.421, 4.092, 0.175], [-0.422, 2.589, 0.656], [-0.977, 3.317, 0.249], [3.103, 0.368, 0.177], [3.958, 0.151, 1.450], [3.981, 0.664, 0.631], [0.951, 0.906, 0.758], [1.062, 2.340, 1.635], [0.540, 1.532, 1.489], [-1.606, 1.878, 2.535], [-1.104, 1.029, 3.742], [-1.808, 1.613, 3.444], [-0.015, -3.702, 1.184], [-0.790, -2.750, 0.295], [-0.826, -3.181, 1.167], [2.362, -2.130, -0.550], [0.948, -2.056, -0.655], [1.629, -2.737, -0.741]],
  "nbo_charge": [-0.22, -0.67, -0.21, -0.43, -0.06, -0.95, -0.66, 0.17, 0.16, 0.39, 0.17, 0.16, 0.21, 0.19, 0.15, 0.14, 0.21, 0.24, 0.22, 0.45, 0.49, -1.00, 0.50, 0.45, -1.03, 0.52, 0.46, -1.04, 0.49, 0.48, -0.97, 0.48, 0.48, -0.96, 0.48, 0.49, -0.98]
}

3.
{
  "formula": "C5H25N2O5",
  "method": "ωB97M-V with the def2-TZVPD basis set",
  "de_lowest_ev": 1.2802,
  "e_tot_ev": -18802.973,
  "e_lumo_ha": -0.0873,
  "charge": 1,
  "symbols": ["N", "C", "C", "N", "C", "C", "C", "H", "H", "H", "H", "H", "H", "H", "H", "H", "H", "H", "H", "H", "H", "H", "H", "H", "O", "H", "H", "O", "H", "H", "O", "H", "H", "O", "H", "H", "O"],
  "positions_angstrom": [[2.788, 0.341, 0.334], [1.620, 1.306, 0.455], [0.287, 0.541, 0.501], [-0.036, 0.031, -0.849], [-1.018, 0.894, -1.537], [-0.922, 0.666, -3.053], [-0.522, -1.375, -0.734], [2.859, -0.079, -0.646], [3.633, 0.760, 0.558], [2.657, -0.532, 1.067], [1.712, 1.964, 1.384], [1.650, 2.008, -0.460], [-0.492, 1.259, 0.877], [0.313, -0.302, 1.265], [-0.792, 1.955, -1.283], [-2.048, 0.733, -1.163], [0.086, 0.809, -3.414], [-1.218, -0.321, -3.319], [-1.603, 1.323, -3.544], [0.249, -2.056, -0.333], [-0.788, -1.708, -1.773], [-1.396, -1.480, -0.064], [2.717, -0.123, -3.109], [1.446, -0.422, -2.109], [2.466, -0.474, -2.234], [-2.466, 0.562, 1.646], [-3.283, -0.668, 2.301], [-2.363, -0.279, 2.168], [-1.135, -1.419, 2.249], [-0.722, -2.630, 3.214], [-0.470, -2.154, 2.384], [2.627, -2.297, 2.622], [1.182, -1.911, 2.074], [2.160, -1.789, 1.956], [-3.507, 2.075, 0.265], [-2.904, 2.770, 1.471], [-2.769, 2.021, 0.836]],
  "nbo_charge": [-0.75, -0.23, -0.26, -0.51, -0.21, -0.62, -0.44, 0.47, 0.41, 0.48, 0.23, 0.23, 0.22, 0.22, 0.20, 0.18, 0.20, 0.21, 0.23, 0.22, 0.21, 0.20, 0.50, 0.52, -1.00, 0.51, 0.50, -1.00, 0.52, 0.50, -1.01, 0.50, 0.53, -0.99, 0.49, 0.50, -0.95]
}

4.
{
  "formula": "C5H25NO6",
  "method": "ωB97M-V with the def2-TZVPD basis set",
  "de_lowest_ev": 1.5361,
  "e_tot_ev": -19364.845,
  "e_lumo_ha": 0.0107,
  "symbols": ["C", "C", "N", "C", "C", "C", "H", "H", "H", "H", "H", "H", "H", "H", "H", "H", "H", "H", "H", "O", "H", "H", "O", "H", "H", "O", "H", "H", "O", "H", "H", "O", "H", "H", "O", "H", "H"],
  "positions_angstrom": [[0.753, 1.767, 1.201], [1.334, 0.401, 0.911], [0.505, -0.806, 0.771], [-0.536, -0.685, -0.250], [-0.110, -1.002, 2.115], [-1.167, -2.089, 2.301], [-0.158, 1.823, 1.814], [1.414, 2.508, 1.646], [0.391, 2.234, 0.281], [2.164, 0.096, 1.553], [1.840, 0.574, -0.041], [-0.632, -1.586, -0.842], [-0.405, 0.190, -0.892], [-1.534, -0.394, 0.113], [-0.548, -0.034, 2.378], [0.736, -1.150, 2.790], [-0.749, -2.982, 2.762], [-1.654, -2.272, 1.348], [-1.932, -1.734, 2.991], [-2.879, 1.388, 2.466], [-2.814, 0.748, 3.163], [-2.347, 1.145, 1.711], [-0.852, 2.443, -3.707], [-0.479, 1.820, -3.073], [-0.652, 1.990, -4.532], [2.299, -0.837, -1.788], [1.933, -1.085, -0.918], [2.872, -1.588, -1.988], [-2.794, 3.413, -1.892], [-2.354, 2.910, -2.593], [-3.253, 2.742, -1.379], [-0.187, -0.588, -3.280], [-0.018, -1.193, -4.010], [0.668, -0.574, -2.811], [3.825, -2.829, 0.404], [4.343, -2.026, 0.432], [2.978, -2.737, 0.843]],
  "nbo_charge": [-0.66, -0.25, -0.47, -0.45, -0.22, -0.63, 0.21, 0.24, 0.21, 0.19, 0.21, 0.22, 0.21, 0.18, 0.16, 0.19, 0.22, 0.22, 0.21, -0.94, 0.47, 0.47, -0.95, 0.48, 0.48, -0.97, 0.49, 0.49, -0.96, 0.49, 0.46, -0.98, 0.47, 0.50, -0.96, 0.48, 0.48]
}

Number 1: F_max 2.2 eV/A, HOMO energy -11.9235 eV. Number 2: F_max 2.8 eV/A, HOMO energy -5.4135 eV. Number 3: F_max 3.8 eV/A, HOMO energy -12.3121 eV. Number 4: F_max 1.9 eV/A, HOMO energy -9.4818 eV.